No. 1
C5H5O6Pt as an isolated structure. Source: the OMol25 dataset; level of theory: wB97M-V/def2-TZVPD.

Calculated values
Net charge   +2
2S+1   4
⟨S²⟩   3.7672
ΔE to the lowest compared entry with this formula, charge and spin   88.2 kcal/mol
E_tot   -20767.7051 eV

CARTESIAN COORDINATES (ANGSTROEM)
C (3.28066, -1.89137, -2.34464)
C (2.81031, -1.99046, -0.73052)
O (1.73924, -2.69684, -0.59193)
O (4.07665, -1.09315, -2.66034)
H (2.77302, -2.65645, -2.96736)
H (3.74433, -2.44147, -0.33450)
C (0.19589, -0.21370, 1.40960)
C (-0.37317, 1.19100, 1.41786)
O (0.16764, 1.72319, 2.61700)
C (0.78808, 0.79150, 3.32253)
O (0.77397, -0.40404, 2.59564)
O (1.18850, 0.86253, 4.43043)
O (-0.27518, -1.19177, 0.83063)
H (-1.47040, 1.18186, 1.45720)
H (-0.02629, 1.76515, 0.54950)
Pt (0.29739, -2.57747, 0.15971)
H (2.65196, -0.84758, -0.29109)

Mulliken atomic charge list, values in e, 6 entries: 0.1364 -0.1357 -0.3727 -0.0394 0.4189 0.3295

---

No. 2
C2H2ClI as an isolated structure. Source: the OMol25 dataset; level of theory: wB97M-V/def2-TZVPD.

Calculated values
2S+1   1
ΔE to the lowest compared entry with this formula, charge and spin   16.0 kcal/mol
E_tot   -22727.5542 eV

CARTESIAN COORDINATES (ANGSTROEM)
C (0.55427, 0.29645, 0.44481)
C (-0.30715, -0.29903, -0.42087)
Cl (2.22562, 0.15272, 0.15673)
I (-2.29101, -0.04778, 0.13200)
H (0.11879, 0.95052, 1.20565)
H (-0.30053, -1.05288, -1.51831)

The molecule's Mulliken atomic charges, reported in e, are given here: -0.2460 -0.2861 -0.1618 0.0698 0.3277 0.2964

---

No. 3
C26H38N6O12STi as an isolated structure. Source: the OMol25 dataset; level of theory: wB97M-V/def2-TZVPD.

Calculated values
Net charge   -1
2S+1   2
⟨S²⟩   0.7526
E_tot   -95045.2292 eV

CARTESIAN COORDINATES (ANGSTROEM)
Ti (-1.14907, -0.32028, -0.37581)
O (-3.21929, -1.01497, -2.89815)
S (-3.25427, -0.32592, -1.63335)
O (-4.49720, 0.29018, -1.26882)
O (-2.10032, 0.69709, -1.58011)
O (-2.75353, -1.27016, -0.53087)
C (2.63875, 2.26003, 1.09396)
C (1.17529, 1.98843, 1.42863)
C (0.55975, 3.16103, 2.18183)
O (1.14573, 0.80834, 2.21656)
C (0.44699, 1.77203, 0.07406)
O (-0.02950, 2.71261, -0.53424)
O (0.48808, 0.54198, -0.36883)
H (3.21663, 2.34051, 2.01631)
H (2.71535, 3.19326, 0.53531)
H (3.04363, 1.44321, 0.49389)
H (1.19774, 3.44385, 3.02117)
H (-0.42381, 2.88196, 2.55895)
H (0.44142, 4.00801, 1.50714)
H (0.23174, 0.48920, 2.20247)
O (-2.94475, -0.77466, 2.31384)
C (-2.60976, 0.34629, 1.97079)
O (-1.58848, 0.59829, 1.19958)
C (-3.29958, 1.56276, 2.50644)
C (-3.13828, 2.78965, 1.86530)
C (-3.73714, 3.92555, 2.39271)
C (-4.48806, 3.84904, 3.54884)
C (-4.65271, 2.61564, 4.17510)
C (-4.06570, 1.46978, 3.65402)
N (-5.43253, 2.53427, 5.38477)
O (-5.98572, 3.54139, 5.78653)
O (-5.51430, 1.46469, 5.95336)
H (-2.55380, 2.83592, 0.95430)
H (-3.60985, 4.88078, 1.90109)
H (-4.95533, 4.72126, 3.98117)
H (-4.20561, 0.51695, 4.14327)
C (2.37926, -2.21703, 2.84950)
N (1.66345, -2.58439, 1.62896)
C (2.22807, -1.96495, 0.43539)
C (0.27909, -2.64279, 1.70888)
N (-0.48015, -1.96003, 0.91572)
N (-0.18681, -3.52622, 2.65136)
C (0.58699, -4.68862, 3.04620)
C (-1.61130, -3.65702, 2.89732)
H (2.44914, -1.13029, 2.94242)
H (3.38352, -2.64613, 2.81995)
H (1.86113, -2.60622, 3.72372)
H (3.30489, -2.14220, 0.45344)
H (2.02936, -0.89440, 0.39002)
H (1.81011, -2.43678, -0.45239)
H (-1.46495, -2.19966, 1.03102)
H (1.56264, -4.67144, 2.57076)
H (0.06361, -5.59941, 2.73543)
H (0.71193, -4.72340, 4.13208)
H (-2.09788, -2.68674, 2.90376)
H (-1.74839, -4.11740, 3.87597)
H (-2.09196, -4.29150, 2.14153)
C (1.83942, 2.40230, -3.18195)
C (2.67840, 1.12817, -3.12917)
N (2.69821, 0.40683, -4.39730)
C (3.47024, 1.01043, -5.47994)
C (2.59600, 1.56258, -6.60330)
C (2.14412, -0.80889, -4.65784)
O (2.36447, -1.38365, -5.72083)
C (1.27945, -1.47706, -3.63443)
C (1.33651, -2.87284, -3.58275)
C (0.46349, -3.53814, -2.73926)
C (-0.37457, -2.81056, -1.91995)
N (-0.39221, -1.46857, -1.91388)
C (0.36202, -0.83427, -2.82415)
H (1.74653, 2.83101, -2.18499)
H (0.83311, 2.18722, -3.54187)
H (2.29039, 3.14368, -3.84521)
H (2.31106, 0.47374, -2.34320)
H (3.71341, 1.38689, -2.88247)
H (4.13623, 0.25087, -5.89333)
H (4.07412, 1.80844, -5.04713)
H (2.03333, 0.75132, -7.06009)
H (3.22470, 2.02655, -7.36569)
H (1.89508, 2.30646, -6.22337)
H (2.02475, -3.39621, -4.23090)
H (0.43677, -4.61955, -2.71907)
H (-1.07974, -3.28542, -1.25301)
H (0.17044, 0.22731, -2.89715)

Mulliken atomic charge list, values in e, 6 entries: -1.2270 -0.7444 1.2751 -0.7171 -0.3340 -0.3978

---

No. 4
One molecule with the formula C16H18F5NO3. Source: the OMol25 dataset; level of theory: wB97M-V/def2-TZVPD.

Calculated values
Structure (SMILES)   Cc1ccc(NC(=O)CCC(=O)OCCCC(F)(F)C(F)(F)F)cc1
2S+1   1
ΔE to the lowest compared entry with this formula, charge and spin   3.9 kcal/mol
E_tot   -38106.2095 eV

CARTESIAN COORDINATES (ANGSTROEM)
C (-5.01233, -3.21864, 1.02890)
C (-4.13239, -2.15165, 0.45343)
C (-2.79226, -2.40697, 0.18834)
C (-1.96704, -1.44338, -0.35868)
C (-2.47798, -0.18418, -0.65396)
N (-1.70464, 0.84558, -1.21009)
C (-0.38129, 0.85954, -1.49535)
O (0.37176, -0.08136, -1.34859)
C (0.11157, 2.20578, -2.01450)
C (0.04790, 3.27150, -0.91273)
C (0.69327, 2.77018, 0.36704)
O (0.12424, 2.69628, 1.42439)
O (1.96785, 2.44317, 0.17085)
C (2.71432, 2.00459, 1.30531)
C (2.40440, 0.56046, 1.69856)
C (2.68176, -0.46602, 0.59724)
C (4.16068, -0.66654, 0.31577)
F (4.74578, 0.41580, -0.25751)
F (4.86585, -0.89368, 1.45668)
C (4.41262, -1.86967, -0.63150)
F (3.84616, -1.66912, -1.82102)
F (5.71042, -2.08699, -0.83593)
F (3.89501, -2.99337, -0.12552)
C (-3.81877, 0.08260, -0.39262)
C (-4.63200, -0.89099, 0.15360)
H (-5.27351, -3.94400, 0.25789)
H (-5.93217, -2.79473, 1.42371)
H (-4.49873, -3.75175, 1.82638)
H (-2.38398, -3.38139, 0.41380)
H (-0.93210, -1.66158, -0.55931)
H (-2.21745, 1.70189, -1.36998)
H (1.14585, 2.07298, -2.33284)
H (-0.48515, 2.52154, -2.87230)
H (-0.98070, 3.54771, -0.67581)
H (0.58384, 4.16334, -1.24185)
H (2.47849, 2.65633, 2.15384)
H (3.75822, 2.13407, 1.01970)
H (1.34647, 0.49433, 1.95628)
H (2.98956, 0.32047, 2.58768)
H (2.27787, -1.43143, 0.90819)
H (2.18417, -0.17510, -0.33180)
H (-4.22553, 1.05958, -0.61611)
H (-5.67007, -0.66517, 0.35039)

Mulliken atomic charge list, values in e, 6 entries: -1.3916 0.7621 -0.8387 -0.3160 0.8075 -0.0231

---

No. 5
C42H50F4N11O3RbS2 as an isolated structure. Source: the OMol25 dataset; level of theory: wB97M-V/def2-TZVPD.

Calculated values
2S+1   1
ΔE to the lowest compared entry with this formula, charge and spin   0.0 kcal/mol
E_tot   -100096.6161 eV

CARTESIAN COORDINATES (ANGSTROEM)
Rb (0.20605, 0.11235, -1.16931)
C (1.07691, 4.99595, -1.03414)
N (-0.16068, 4.74138, -0.30637)
C (-0.75544, 6.00169, 0.11491)
C (-1.09116, 3.96846, -1.14068)
C (-2.30780, 3.46694, -0.35107)
N (-2.41781, 2.01956, -0.47098)
C (-3.44132, 1.41910, 0.14068)
C (-3.68797, 0.04958, -0.16895)
F (-2.82278, -0.55826, -1.01919)
C (-4.72343, -0.68631, 0.34126)
F (-4.85979, -1.97425, -0.05628)
C (-5.62749, -0.16088, 1.25014)
C (-5.41190, 1.16012, 1.59731)
F (-6.24357, 1.74189, 2.48340)
C (-4.38417, 1.92268, 1.08242)
F (-4.28439, 3.19730, 1.54190)
H (1.76240, 5.56342, -0.39884)
H (0.89542, 5.58868, -1.94358)
H (1.54318, 4.04981, -1.30422)
H (-1.67922, 5.82522, 0.66350)
H (-0.98373, 6.64687, -0.74797)
H (-0.06371, 6.53323, 0.77023)
H (-0.54836, 3.10559, -1.52909)
H (-1.39821, 4.57441, -2.00748)
H (-3.21343, 3.96890, -0.72017)
H (-2.19923, 3.79097, 0.68909)
H (-6.45547, -0.73022, 1.64177)
N (4.31469, -0.36813, 1.24795)
C (3.54475, 0.86953, 1.32354)
C (4.36620, 2.10111, 1.76575)
C (4.07762, 2.54295, 3.20667)
C (3.01988, 3.65093, 3.28988)
N (1.87050, 3.48920, 2.41385)
C (0.79906, 2.72780, 2.67241)
N (-0.20950, 2.76929, 1.83098)
N (0.72959, 1.99545, 3.80483)
C (2.80764, 1.11671, -0.01370)
O (3.06251, 0.35001, -0.95998)
O (1.97294, 2.05995, -0.01749)
H (5.21608, -0.27720, 1.69723)
H (4.44585, -0.57838, 0.26123)
H (2.73840, 0.73875, 2.06162)
H (4.18313, 2.93521, 1.08339)
H (5.42458, 1.85478, 1.66100)
H (4.97982, 2.93532, 3.68185)
H (3.78552, 1.66805, 3.79827)
H (3.48773, 4.59267, 2.99960)
H (2.66164, 3.78515, 4.31199)
H (2.03464, 3.55080, 1.41134)
H (-0.13403, 3.42394, 1.03252)
H (-0.84148, 1.98079, 1.76574)
H (1.60130, 1.67353, 4.19302)
H (-0.00957, 1.30224, 3.80537)
C (-2.51940, -4.76855, -1.37355)
C (-1.72321, -5.62695, -2.10915)
C (-0.45308, -5.20851, -2.46889)
C (-0.02031, -3.94369, -2.08023)
N (-0.78907, -3.10914, -1.37373)
C (-2.00609, -3.52555, -1.03279)
C (1.33673, -3.46287, -2.47577)
C (2.39761, -4.35402, -2.60943)
C (3.62941, -3.86897, -3.01833)
C (3.76192, -2.51663, -3.27754)
C (2.65460, -1.69987, -3.09617)
N (1.46944, -2.15635, -2.70398)
H (-3.52064, -5.03889, -1.06725)
H (-2.08462, -6.60212, -2.41006)
H (0.18592, -5.84096, -3.06945)
H (-2.60841, -2.83365, -0.46000)
H (2.26663, -5.40226, -2.37812)
H (4.47345, -4.53872, -3.12451)
H (4.70339, -2.09036, -3.59494)
H (2.72579, -0.63110, -3.25316)
O (-0.72455, -0.03520, 2.23146)
S (0.00556, -1.31616, 1.95780)
C (0.99530, -1.63963, 3.41161)
C (0.40954, -1.55341, 4.67174)
C (1.20288, -1.72220, 5.79075)
C (2.56664, -1.97617, 5.64448)
C (3.13580, -2.05032, 4.38468)
C (2.34792, -1.87655, 3.24978)
C (-1.20176, -2.61749, 2.17512)
C (-0.79827, -3.94291, 2.08023)
C (-1.74898, -4.93962, 2.20442)
C (-3.08459, -4.60535, 2.41071)
C (-3.47085, -3.27709, 2.49088)
C (-2.52395, -2.26540, 2.37087)
H (-0.65335, -1.35902, 4.76158)
H (0.76482, -1.66302, 6.77856)
H (3.18350, -2.10932, 6.52398)
H (4.19792, -2.22567, 4.27355)
H (2.80201, -1.85818, 2.26464)
H (0.24322, -4.18963, 1.90767)
H (-1.45317, -5.97802, 2.13156)
H (-3.82610, -5.38867, 2.50066)
H (-4.51118, -3.01632, 2.63377)
H (-2.80303, -1.21956, 2.40926)
C (0.04382, 0.29255, -8.08449)
C (-0.09176, -0.62777, -6.87143)
C (-0.71935, 0.05247, -5.69868)
N (-0.06953, 0.44475, -4.66288)
N (-0.84672, 1.05888, -3.71600)
C (-2.10130, 1.12562, -4.05424)
N (-3.04777, 1.71410, -3.28370)
S (-2.42361, 0.42445, -5.61524)
H (0.51864, -0.23111, -8.91452)
H (0.64961, 1.16383, -7.83527)
H (-0.93141, 0.64633, -8.42223)
H (0.88920, -0.96942, -6.53934)
H (-0.67481, -1.51287, -7.13624)
H (-2.78320, 1.80703, -2.27939)
H (-3.99960, 1.43063, -3.44623)

Mulliken atomic charge list, values in e, 6 entries: 0.7991 -1.2140 0.5440 -1.2918 -0.4276 -1.9745